{
  "formula": "C49H38MoN4O5PS2",
  "method": "ωB97M-V with the def2-TZVPD basis set",
  "symbols": ["Mo", "C", "C", "N", "N", "C", "S", "S", "C", "C", "C", "C", "C", "C", "C", "C", "C", "C", "C", "C", "C", "O", "H", "H", "H", "H", "H", "H", "H", "H", "H", "H", "H", "H", "H", "H", "O", "C", "C", "C", "C", "C", "C", "C", "O", "N", "N", "C", "C", "C", "C", "C", "C", "C", "O", "H", "H", "H", "H", "H", "H", "H", "H", "H", "H", "O", "C", "C", "C", "C", "C", "C", "C", "P", "C", "C", "C", "C", "C", "C", "C", "C", "C", "C", "C", "C", "H", "H", "H", "H", "H", "H", "H", "H", "H", "H", "H", "H", "H", "H"],
  "xyz": [[-0.5090, -0.2389, 0.4266], [1.4998, -2.7683, -0.6415], [0.8154, -2.0005, 0.4700], [1.2978, -0.7574, 0.8490], [2.0967, -0.5235, 1.9576], [1.4394, 0.0284, 2.9168], [-0.2703, 0.2775, 2.9067], [2.4809, 0.5322, 4.2639], [1.3793, 0.4051, 5.7026], [1.4068, -0.9395, 6.3688], [0.5063, -1.9375, 6.0138], [0.5595, -3.1786, 6.6292], [1.5083, -3.4398, 7.6048], [2.4136, -2.4503, 7.9619], [2.3602, -1.2114, 7.3459], [0.2285, -2.8684, 1.5522], [0.9314, -3.8153, 2.2776], [0.2937, -4.5846, 3.2452], [-1.0667, -4.4038, 3.4656], [-1.7887, -3.4578, 2.7581], [-1.1427, -2.6654, 1.8018], [-1.7736, -1.7418, 1.1050], [2.3577, -2.2237, -1.0228], [0.8401, -3.0191, -1.4748], [1.8689, -3.7188, -0.2466], [0.3757, 0.6773, 5.3772], [1.7328, 1.1715, 6.3951], [-0.2192, -1.7487, 5.2338], [-0.1400, -3.9471, 6.3296], [1.5480, -4.4112, 8.0804], [3.1623, -2.6448, 8.7192], [3.0713, -0.4416, 7.6217], [1.9923, -3.9465, 2.0949], [0.8514, -5.3073, 3.8252], [-1.5726, -5.0089, 4.2095], [-2.8465, -3.3072, 2.9318], [-4.8303, 0.8911, 1.0788], [-4.5527, 2.0912, 1.6194], [-5.6067, 2.7635, 2.2433], [-5.4017, 3.9938, 2.8323], [-4.1398, 4.5821, 2.8207], [-3.0969, 3.9239, 2.2024], [-3.2800, 2.6850, 1.5863], [-2.1382, 2.0094, 0.9352], [-2.3299, 0.8161, 0.4562], [-0.9925, 2.6138, 0.9043], [0.0024, 1.8153, 0.3038], [1.0951, 2.4931, 0.2451], [2.3011, 2.3218, -0.5535], [3.3494, 3.1627, -0.1310], [4.5042, 3.3494, -0.8524], [4.6346, 2.7259, -2.0849], [3.6326, 1.8869, -2.5305], [2.4984, 1.6470, -1.7613], [1.5079, 0.7956, -2.2833], [-3.9796, 0.5038, 0.7708], [-6.5756, 2.2844, 2.2556], [-6.2299, 4.4976, 3.3149], [-3.9752, 5.5404, 3.2952], [-2.1042, 4.3501, 2.1806], [1.0772, 3.4254, 0.8053], [3.2151, 3.6879, 0.8056], [5.2817, 3.9967, -0.4719], [5.5083, 2.8884, -2.7009], [3.7315, 1.4016, -3.4867], [3.1180, -0.7090, -2.7984], [1.9612, -0.3671, -2.8262], [0.9478, -1.1726, -3.5897], [1.5260, -1.8454, -4.6701], [0.7678, -2.6282, -5.5184], [-0.5927, -2.7559, -5.2853], [-1.1667, -2.1166, -4.2002], [-0.4213, -1.3218, -3.3291], [-1.3166, -0.5605, -1.9113], [-2.7420, -1.6795, -1.6925], [-4.0307, -1.2030, -1.4873], [-5.0376, -2.0614, -1.0655], [-4.7651, -3.4003, -0.8457], [-3.4735, -3.8796, -1.0262], [-2.4686, -3.0222, -1.4298], [-2.0226, 0.8878, -2.7896], [-2.9658, 0.7418, -3.8067], [-3.4499, 1.8478, -4.4844], [-2.9918, 3.1176, -4.1599], [-2.0461, 3.2712, -3.1601], [-1.5633, 2.1617, -2.4800], [2.5902, -1.7426, -4.8206], [1.2374, -3.1386, -6.3483], [-1.2090, -3.3622, -5.9357], [-2.2203, -2.2615, -4.0075], [-4.2529, -0.1519, -1.6177], [-6.0302, -1.6683, -0.8899], [-5.5482, -4.0657, -0.5064], [-3.2399, -4.9143, -0.8125], [-1.4526, -3.3926, -1.5039], [-3.3363, -0.2407, -4.0670], [-4.1882, 1.7179, -5.2653], [-3.3752, 3.9829, -4.6847], [-1.6829, 4.2556, -2.8967], [-0.8260, 2.2878, -1.7014]],
  "forces_ev_per_a": [[0.469, -0.487, 0.108], [0.018, -0.020, -0.058], [0.105, -0.014, -0.069], [-0.091, 0.043, -0.201], [-0.034, -0.022, 0.050], [0.096, -0.035, 0.074], [-0.068, -0.026, -0.055], [0.023, 0.029, -0.002], [-0.022, 0.124, 0.014], [0.029, -0.010, -0.002], [0.047, 0.017, -0.056], [-0.043, -0.051, -0.022], [0.023, -0.007, 0.029], [0.004, -0.029, 0.018], [-0.007, 0.020, 0.023], [-0.078, -0.023, 0.082], [-0.024, -0.053, 0.017], [0.038, -0.018, -0.012], [-0.005, -0.039, 0.032], [-0.032, -0.040, -0.038], [0.071, -0.027, -0.076], [-0.232, 0.078, -0.023], [0.042, 0.085, -0.093], [-0.047, -0.019, -0.030], [0.033, 0.017, -0.001], [0.007, 0.005, 0.003], [-0.021, -0.002, -0.032], [-0.073, 0.015, -0.083], [-0.020, -0.019, -0.019], [-0.001, -0.027, 0.015], [0.022, -0.008, 0.022], [0.023, 0.031, 0.006], [0.030, 0.002, 0.003], [0.030, -0.033, 0.022], [-0.024, -0.017, 0.031], [-0.030, 0.023, 0.007], [0.010, -0.055, -0.019], [-0.009, 0.055, 0.033], [0.052, 0.026, -0.008], [-0.024, -0.016, 0.002], [0.005, 0.031, 0.017], [-0.021, -0.002, -0.021], [-0.105, 0.049, -0.109], [0.091, 0.216, 0.118], [-0.077, -0.079, 0.041], [-0.111, -0.024, -0.040], [-0.078, 0.388, 0.323], [0.002, 0.139, -0.195], [0.217, -0.017, 0.020], [-0.014, -0.064, 0.040], [0.016, -0.005, -0.011], [-0.055, -0.042, -0.033], [0.006, 0.076, 0.048], [-0.052, 0.004, -0.044], [0.157, -0.042, 0.031], [-0.011, 0.000, 0.015], [-0.041, -0.019, -0.002], [-0.019, 0.007, 0.010], [-0.003, 0.002, 0.000], [0.024, 0.007, -0.002], [-0.030, -0.018, -0.079], [-0.006, 0.010, 0.023], [0.033, 0.026, 0.007], [0.024, 0.001, -0.015], [0.004, 0.000, -0.042], [-0.501, 0.063, 0.128], [0.339, -0.163, 0.026], [-0.011, 0.070, -0.038], [-0.105, 0.024, 0.024], [-0.058, 0.011, 0.019], [0.044, 0.027, 0.012], [0.037, -0.089, -0.075], [0.129, -0.019, 0.029], [-0.100, -0.047, 0.248], [0.034, 0.000, -0.008], [0.033, 0.030, -0.007], [-0.032, 0.004, -0.004], [0.004, -0.018, 0.008], [-0.015, -0.024, 0.010], [-0.005, 0.004, 0.003], [0.011, 0.013, -0.034], [0.013, -0.003, 0.008], [-0.017, -0.019, -0.016], [0.009, 0.024, 0.005], [-0.016, 0.029, -0.009], [0.022, 0.001, 0.046], [0.020, 0.004, -0.008], [0.005, -0.006, -0.027], [-0.012, -0.025, -0.019], [0.006, -0.016, -0.009], [0.003, 0.026, -0.033], [-0.025, 0.007, 0.006], [-0.020, -0.018, 0.008], [-0.001, -0.020, 0.003], [0.023, 0.001, -0.015], [-0.012, -0.035, 0.003], [-0.014, 0.002, -0.010], [-0.006, 0.024, -0.016], [0.005, 0.029, 0.004], [-0.031, -0.011, -0.050]],
  "e_lumo_ev": [2.113, 2.166],
  "max_force_ev_per_a": 0.68,
  "e_homo_ev": [-3.68, -3.52],
  "de_lowest_kcal_mol": 27.18,
  "molar_mass_g_mol": 953.9,
  "charge": -1
}